This record from the OMol25 dataset describes C21H31Al2BCl2F2N3O17 as an isolated structure. The level of theory is the ωB97M-V functional and the def2-TZVPD basis.

```
79
Properties=species:S:1:pos:R:3:mulliken_charge:R:1
C -4.72323 -0.33562 -3.38018 0.65
Cl -5.67426 -1.43209 0.13666 -0.19
H 2.90384 3.29389 1.16057 0.30
H -3.95156 0.21032 2.22450 0.22
O 0.65960 3.02295 4.74453 -0.27
H 2.87696 -1.50502 -3.88025 0.49
Cl 4.92129 3.15800 1.17488 0.17
C 1.59634 3.05033 3.99657 0.71
O -5.29828 -0.08027 -4.53028 -0.45
C -2.44768 -2.70413 3.12263 -0.63
H -0.20090 -2.98269 1.59727 0.21
C 2.28166 -0.99961 -3.12663 -1.00
C -3.14573 0.31179 3.00723 -0.12
F -6.31410 -1.81691 -5.78704 -0.34
O 1.52551 3.47486 2.71044 -0.25
H 5.07247 1.73584 -2.89459 0.30
H 3.77048 2.92250 -2.83865 0.20
H 3.61390 1.59515 2.73212 0.36
O -4.29691 -2.23058 -4.60436 -0.46
H -2.15628 0.11345 2.50243 -0.07
C 4.84400 2.79325 -2.78204 -0.60
C 6.53233 3.18636 -1.19445 0.64
O -4.70909 0.41444 -2.43667 -0.57
H -2.02171 -5.55707 1.33267 0.31
C 3.61593 2.61838 3.11375 -0.47
N -2.64753 -3.73266 2.07005 0.01
Al 3.43573 -1.03360 -0.92170 0.41
C 2.86215 3.57451 2.21637 -0.15
C 1.44325 -1.91617 -2.33497 0.74
C -3.09853 1.75823 3.64212 -0.02
C 0.61169 0.07150 -1.17024 0.01
H 0.43199 -4.62834 0.96343 0.38
N -1.34261 -3.60223 0.04183 -0.18
O 5.25213 3.25675 -1.48519 -0.26
H -2.11856 -3.12102 4.11040 0.38
H -4.41471 -0.54208 4.65341 0.38
H 8.63883 4.31695 0.01784 0.30
H -0.11942 -0.85198 -5.26976 0.31
O -3.49378 -2.20931 -2.52716 -0.81
F -4.35195 -0.87860 -6.55508 -0.36
H 3.20194 4.60564 2.32043 0.30
B -5.08211 -1.25561 -5.41414 0.66
H -3.47430 -2.19872 -0.74380 0.47
H -4.12048 2.22822 3.59163 0.54
C -4.09367 -1.69408 -3.43308 0.57
O 3.07574 1.16887 -3.65331 -0.76
H -1.28928 -5.30718 2.94641 0.39
C 8.00566 3.66324 0.61634 -0.68
H -2.41226 2.43196 2.98942 0.04
O 6.66351 3.65800 0.09525 -0.34
H -1.65789 -1.97752 2.78738 0.32
O -0.27569 -2.06040 -0.67132 -0.47
H -1.52063 -4.43307 -0.53578 0.37
Al -0.99531 2.23414 4.16623 -0.12
O 7.41755 2.79109 -1.88566 -0.46
O -7.13286 -1.61365 -3.04990 -0.22
C 0.49544 -1.30342 -1.30107 -0.13
C -0.46380 -4.00412 1.19986 -0.45
O 2.85013 2.66100 4.32397 -0.30
N -3.18123 -2.12410 0.23030 0.11
C -1.58127 -4.77461 2.01031 -0.44
H -2.67163 1.76089 4.71797 0.00
H -0.01852 0.58252 -0.45028 0.60
H -2.66018 -0.90988 4.84275 0.36
H -3.34457 -1.29311 0.78703 0.08
H 7.96401 4.05252 1.63187 0.26
O -0.53319 -0.55056 -4.45257 -0.57
H -1.36308 -1.04113 -4.41882 0.28
H -7.78746 -1.42961 -2.35866 0.29
C -2.48957 -3.09701 0.78344 0.17
O -3.69088 -2.02376 3.33704 -0.40
O 1.54225 -3.11440 -2.53448 -0.61
H 5.30847 3.37620 -3.57844 0.29
O 1.51054 2.15545 -1.57914 -0.67
C -3.49029 -0.81967 4.08608 -0.51
H 8.40948 2.65211 0.64692 0.33
C 1.50234 0.97256 -1.89308 0.04
C 2.37955 0.38745 -3.00281 0.90
H 4.64023 2.92431 3.29325 0.46
```

Calculated values
frontier orbital gap	2.385	eV
net charge	+1
HOMO level	-0.382	Eh

---

This record from the OMol25 dataset describes CH3AlLiO as an isolated structure. The level of theory is the ωB97M-V functional and the def2-TZVPD basis.

```
7
Properties=species:S:1:pos:R:3:nbo_charge:R:1
Li 0.94627 0.05678 0.44468 0.97
C -1.80421 -0.38092 -0.43347 0.38
H -2.66649 0.04117 -0.98082 0.18
O -0.72406 0.17087 -0.45723 -0.69
Al 3.54565 1.12426 0.87492 1.59
H 2.68756 0.25668 0.35094 -0.58
H -1.98472 -1.26883 0.20097 0.16
```

Calculated values
frontier orbital gap (spin up / spin down)	7.530 / 5.644	eV
net charge	+2
HOMO level (spin up / spin down)	-0.688 / -0.688	Eh
⟨S²⟩	0.75
2S+1	2

---

This record from the OMol25 dataset describes a 2-piece molecular cluster, C34H37ClNO3 overall. The level of theory is the ωB97M-V functional and the def2-TZVPD basis.

```
76
Properties=species:S:1:pos:R:3:mulliken_charge:R:1
H -2.18635 3.92879 -3.13313 0.51
H -3.65902 -2.60421 4.82369 0.38
C -0.25798 4.73505 -3.67861 -0.60
C -5.32911 -0.44508 -0.45037 -1.19
C -1.36386 2.43870 1.60404 -1.02
C 4.14357 0.46014 2.63964 -1.74
N 2.72183 6.40782 -4.56450 -0.68
H -1.45867 0.53039 2.57099 0.39
C -4.17616 -1.79748 4.30625 -0.80
C -2.04455 1.37800 2.20923 -0.19
C 0.62756 3.84159 1.19167 0.16
H -0.02297 4.50752 0.61455 0.31
H -7.35433 -0.80991 3.51766 0.38
C 2.80374 3.22200 2.10916 1.73
C 1.13271 4.61253 -3.54105 0.48
H 1.25715 1.80626 -1.59590 0.30
H -0.66891 5.52830 -4.30767 0.41
H 3.67110 7.18579 1.39230 0.45
H 0.36480 1.04420 3.14680 0.54
O 4.04093 3.40515 2.18286 -0.81
C 3.08968 1.08248 3.56426 2.24
H 4.44372 4.46257 0.20689 0.38
C 0.84422 1.85854 2.60623 -0.70
C -5.55323 0.26636 3.01028 -0.28
H -0.96950 1.11106 -0.93155 0.34
C 1.94816 4.15571 1.34946 -0.45
O -3.38968 0.85221 -0.95215 -0.28
H -5.15921 1.00322 -2.04994 0.45
H 3.64693 -0.06845 1.81776 0.35
C 0.02246 2.69507 1.78904 0.10
C -6.26791 -0.78073 3.57198 -0.66
C -4.82916 0.86701 -1.00833 -0.24
H -4.74128 -0.79135 0.40533 0.22
H 3.00365 -0.72349 4.71808 0.46
H 2.03608 7.19680 -0.35679 0.45
H -6.36533 -0.32726 -0.12574 0.36
H 3.19499 4.40984 -1.06691 0.07
C 2.00410 5.59598 -4.11749 0.10
C -1.40637 1.92905 -1.49055 -0.62
H 1.80099 -0.67046 3.41543 0.39
C 1.66660 3.52053 -2.83193 -0.38
C 3.24336 6.27880 1.83978 -1.89
Cl -6.44576 -3.13998 4.86700 -0.23
C 2.19162 2.05229 2.76062 -0.87
C -0.58504 2.79475 -2.21862 0.72
H 2.49362 6.57026 2.58540 0.37
H 4.41125 1.08298 5.26906 0.46
C -2.84527 1.95482 -1.55703 0.32
H 3.06148 2.23953 5.39858 0.35
H 4.74705 -0.25720 3.20900 0.46
H 4.07008 5.93146 -0.74990 0.50
C -5.57484 -1.82555 4.20699 0.40
H 4.79252 1.23679 2.22805 0.36
C 2.30080 -0.06929 4.18399 -2.15
O -3.58246 2.81380 -2.05394 -0.78
C -4.13241 0.29055 3.03040 0.73
C 3.80057 1.80693 4.71441 -1.75
C 2.58218 5.42599 0.74436 2.31
H -1.94116 3.15976 1.01946 0.28
H 0.76894 6.62234 0.75170 0.37
H 4.44464 2.60030 4.32819 0.36
C 3.64781 5.03100 -0.28443 -1.56
H -2.37926 -0.71882 3.83846 0.47
H -5.31944 -1.22393 -1.22081 0.37
H -4.00870 2.14518 1.91976 0.37
H 4.03849 5.71183 2.33254 0.35
C -3.42127 1.32685 2.34291 -0.53
C 0.83798 2.64245 -2.16234 -0.60
H 1.08055 5.76790 -0.79781 0.19
C -1.10664 3.85138 -3.03905 -0.87
H -6.07889 1.09172 2.52487 0.38
H 2.74709 3.36312 -2.84171 0.57
C -3.46357 -0.74597 3.74005 -0.48
H -5.19198 1.71515 -0.40687 0.22
H 1.56377 0.29439 4.90992 0.39
C 1.54324 6.29953 0.04383 -1.88
```

Calculated values
frontier orbital gap	4.130	eV
net charge	-1
HOMO level	-0.127	Eh

---

This record from the OMol25 dataset describes a 2-piece molecular cluster, C7H11NO6 overall. The level of theory is the ωB97M-V functional and the def2-TZVPD basis.

```
25
Properties=species:S:1:pos:R:3:nbo_charge:R:1
H -0.37373 0.17763 -2.03894 0.53
O -0.29208 1.46301 2.23478 -0.68
H -0.81447 0.77450 2.70018 0.51
C -0.50880 1.64047 0.92629 0.08
C -2.19777 -0.26091 0.19310 -0.11
H 1.97399 2.29950 -0.17184 0.49
N 3.12018 -0.15384 1.80394 -0.31
C 1.15438 -0.72823 -0.95969 0.36
H 1.82564 -2.02887 0.49015 0.21
C 2.58309 0.15143 0.81149 0.22
H 1.81018 -2.57657 -1.19785 0.18
H -2.95962 -0.05749 -0.46857 0.17
H -0.06631 2.50945 0.51625 0.16
C -1.21974 0.95156 -0.01991 0.15
H -3.32455 0.51301 1.51706 0.47
C 1.25920 -2.14029 -0.44036 -0.11
O -2.71402 -0.14042 1.45688 -0.71
O 1.79553 1.69069 -0.89951 -0.72
H -1.66530 -1.22098 0.05516 0.23
O 0.01558 -2.73484 -0.25614 -0.72
C 1.80952 0.31737 -0.39095 0.03
O -1.06105 1.35919 -1.31901 -0.71
O 0.48101 -0.65395 -2.04859 -0.73
H -0.18239 1.86368 -1.36725 0.53
H -0.44849 -3.01510 -1.12665 0.49
```

Calculated values
frontier orbital gap	8.594	eV
HOMO level	-0.303	Eh
SMILES	N#C/C(O)=C(/O)CO.O/C=C(/O)CO